A molecular structure, C39H49F7O6Zn, computed with ωB97M-V/def2-TZVPD.

For the electronic energy, the calculation gives -120948.8010 eV. The HOMO energy is -0.2890 hartree. The value obtained for the gap between HOMO and LUMO is 2.4 eV. The max |F| comes out at 3.92 eV/Å. For the LUMO energy, the calculation gives -5.50 eV.

ORCA input file:
```
! wB97M-V def2-TZVPD RIJCOSX def2/J DEFGRID3
* xyz 0 1
Zn 26.28 31.11 -22.24
C 23.96 26.69 -22.40
O 25.01 26.63 -21.44
O 24.17 27.98 -22.86
C 23.88 25.43 -23.33
F 23.43 24.36 -22.65
F 23.01 25.63 -24.37
F 25.06 25.02 -23.90
C 25.36 25.37 -20.76
C 26.43 25.73 -19.77
H 26.00 26.27 -18.93
H 26.91 24.88 -19.29
H 27.22 26.39 -20.13
H 25.73 24.54 -21.37
H 24.50 25.03 -20.19
H 22.95 26.74 -21.99
C 25.08 32.79 -15.92
C 25.14 31.84 -17.08
O 26.25 31.95 -17.91
H 24.26 32.46 -15.28
H 24.93 33.76 -16.40
H 25.98 32.77 -15.29
H 24.36 32.06 -17.80
H 24.98 30.82 -16.73
F 14.22 29.62 -22.29
C 15.51 30.16 -22.02
C 15.91 30.42 -20.66
C 17.13 31.09 -20.44
C 18.02 31.25 -21.44
C 17.66 30.97 -22.80
C 16.35 30.45 -23.13
H 15.17 30.34 -19.88
H 17.46 31.29 -19.42
H 18.96 31.65 -21.07
H 18.28 31.04 -23.68
H 16.03 30.30 -24.16
F 19.09 24.18 -13.57
C 19.53 25.02 -14.54
C 19.99 26.28 -14.25
C 20.43 27.11 -15.18
C 20.46 26.68 -16.48
C 20.03 25.41 -16.82
C 19.63 24.53 -15.81
H 19.97 26.61 -13.22
H 20.78 28.10 -14.93
H 20.60 27.45 -17.22
H 20.19 25.06 -17.83
H 19.45 23.50 -16.06
F 24.65 26.21 -11.21
C 24.64 27.14 -10.33
C 25.14 28.41 -10.56
C 25.39 29.30 -9.49
C 24.91 28.95 -8.21
C 24.36 27.66 -8.05
C 24.24 26.76 -9.08
H 25.50 28.68 -11.55
H 25.98 30.20 -9.55
H 25.25 29.50 -7.34
H 24.22 27.20 -7.08
H 24.09 25.72 -8.80
F 16.45 34.05 -10.06
C 17.20 34.44 -11.06
C 18.33 35.20 -10.69
C 19.15 35.89 -11.61
C 18.87 35.60 -13.01
C 17.80 34.76 -13.38
C 16.98 34.18 -12.40
H 18.70 35.37 -9.69
H 19.84 36.63 -11.24
H 19.52 36.07 -13.74
H 17.43 34.73 -14.40
H 16.04 33.77 -12.73
C 33.01 28.39 -17.28
C 32.36 29.67 -16.80
O 32.27 30.68 -17.51
C 31.73 29.65 -15.49
H 33.17 28.51 -18.36
H 32.37 27.52 -17.15
H 33.99 28.22 -16.82
H 30.66 29.64 -15.72
H 32.05 30.54 -14.95
H 31.96 28.69 -15.03
C 32.45 37.67 -12.76
C 31.61 36.60 -13.18
O 31.44 36.27 -14.37
C 31.03 35.75 -12.00
H 33.13 37.07 -12.14
H 31.92 38.40 -12.15
H 32.85 38.16 -13.65
H 31.70 35.01 -11.57
H 30.27 35.12 -12.46
H 30.29 36.32 -11.45
C 26.56 42.38 -18.78
C 26.23 41.06 -18.11
O 26.60 39.97 -18.50
C 25.29 41.08 -16.92
H 25.81 42.56 -19.55
H 27.53 42.45 -19.27
H 26.66 43.14 -18.00
H 25.29 40.06 -16.54
H 24.25 41.26 -17.17
H 25.61 41.76 -16.13
*
```

A molecular structure, C39H50BF4IrN5OSSi, computed with ωB97M-V/def2-TZVPD.

For the electronic energy, the calculation gives -83856.4377 eV. The HOMO energy is -0.3518 hartree. The value obtained for the gap between HOMO and LUMO is 6.4 eV. The max |F| comes out at 1.02 eV/Å. For the LUMO energy, the calculation gives -3.21 eV.

ORCA input file:
```
! wB97M-V def2-TZVPD RIJCOSX def2/J DEFGRID3
* xyz 1 1
Ir 0.22 1.25 0.16
C 2.76 -1.19 -0.08
Si 2.94 -0.15 1.47
C 4.64 0.62 1.40
C 2.74 -1.30 2.94
N 1.69 1.08 1.52
C 1.64 2.08 2.48
C 2.52 2.17 3.58
C 2.40 3.19 4.51
C 1.41 4.16 4.39
C 0.53 4.10 3.32
C 0.66 3.07 2.42
O -0.18 2.95 1.29
C -1.47 3.55 1.28
C -2.41 3.20 2.23
C -3.66 3.80 2.15
C -3.94 4.71 1.14
C -2.97 5.03 0.20
C -1.71 4.46 0.28
H 3.67 -1.77 -0.21
H 2.63 -0.58 -0.97
H 1.93 -1.89 -0.01
H 5.40 -0.17 1.28
H 4.91 1.20 2.28
H 4.70 1.28 0.53
H 3.49 -2.10 2.89
H 1.75 -1.76 2.91
H 2.86 -0.80 3.90
H 3.30 1.44 3.70
H 3.09 3.23 5.33
H 1.33 4.96 5.12
H -0.25 4.84 3.20
H -2.18 2.50 3.02
H -4.42 3.55 2.89
H -4.92 5.17 1.08
H -3.19 5.73 -0.59
H -0.95 4.67 -0.45
C -3.85 -2.47 4.60
C -2.64 -3.09 3.88
C -1.61 -3.55 4.92
C -3.11 -4.31 3.08
C -2.01 -2.04 2.99
C -1.53 -0.84 3.54
C -0.94 0.11 2.73
N -0.82 -0.05 1.41
C -1.23 -1.20 0.87
C -1.83 -2.20 1.62
C -0.91 -1.34 -0.56
C -1.45 -2.31 -1.38
C -1.10 -2.40 -2.72
C -0.15 -1.48 -3.16
C 0.35 -0.53 -2.30
N -0.02 -0.44 -1.02
C -1.71 -3.41 -3.68
C -2.59 -4.42 -2.95
C -2.57 -2.63 -4.69
C -0.59 -4.16 -4.41
H -4.33 -3.22 5.23
H -4.59 -2.11 3.88
H -3.56 -1.64 5.24
H -2.05 -4.30 5.57
H -1.26 -2.72 5.54
H -0.73 -4.00 4.43
H -3.57 -5.03 3.76
H -2.28 -4.81 2.58
H -3.86 -4.04 2.33
H -1.60 -0.64 4.60
H -0.54 1.02 3.16
H -2.12 -3.12 1.14
H -2.19 -2.99 -0.97
H 0.18 -1.46 -4.19
H 1.07 0.20 -2.64
H -3.45 -3.95 -2.48
H -2.03 -4.98 -2.20
H -2.98 -5.14 -3.67
H -3.40 -2.13 -4.20
H -2.97 -3.32 -5.43
H -1.98 -1.87 -5.22
H 0.09 -4.65 -3.71
H 0.00 -3.50 -5.05
H -1.03 -4.93 -5.05
F -1.92 3.64 -2.55
B -1.83 2.27 -2.60
F -1.44 1.78 -1.27
F -0.76 1.90 -3.49
F -2.98 1.63 -2.96
C 1.79 1.60 -5.80
C 2.58 1.72 -4.54
C 3.91 1.44 -4.40
C 4.50 1.59 -3.14
N 3.80 1.98 -2.08
C 2.51 2.26 -2.22
S 1.54 2.89 -0.93
N 1.92 2.12 -3.44
C 5.94 1.29 -2.92
H 2.45 1.56 -6.66
H 1.10 2.43 -5.91
H 1.20 0.68 -5.78
H 4.50 1.12 -5.26
H 0.91 2.32 -3.48
H 6.53 1.43 -3.82
H 6.04 0.24 -2.61
H 6.33 1.91 -2.11
*
```